Record 1
Molecular formula: C12H33N2O8P2
Method: DFT, the ωB97M-V functional and the def2-TZVPD basis

Element x y z (Å)
C -6.04 -0.45 0.88
C -4.78 -1.44 0.70
N -5.05 -2.21 -0.55
N -3.88 -2.87 -1.03
C -2.79 -2.02 -1.64
C -2.94 -1.96 -3.23
C -3.49 -3.46 -3.52
C -4.43 -3.60 -2.27
H -5.83 0.36 1.62
H -6.91 -1.11 1.16
H -6.25 -0.06 -0.16
H -3.81 -0.89 0.69
H -4.77 -2.09 1.64
H -5.67 -2.99 -0.28
H -3.45 -3.61 -0.46
H -1.87 -2.69 -1.54
H -2.49 -1.08 -1.10
H -3.72 -1.19 -3.49
H -2.00 -1.93 -3.83
H -2.57 -4.10 -3.45
H -4.16 -3.59 -4.41
H -4.87 -4.59 -1.98
H -5.29 -2.91 -2.53
C -1.89 2.11 -2.13
O -1.19 1.42 -1.11
P 0.16 2.19 -0.36
O -0.69 3.29 0.26
O 0.75 2.65 -1.83
C 1.38 1.65 -2.64
O 1.60 2.68 0.42
C 2.12 3.97 0.12
H -2.96 1.88 -2.02
H -1.75 3.19 -2.08
H -1.56 1.74 -3.11
H 0.98 1.72 -3.65
H 1.21 0.65 -2.25
H 2.45 1.85 -2.67
H 1.34 4.71 0.00
H 2.73 3.92 -0.79
H 2.77 4.26 0.95
C 7.64 0.40 2.23
O 6.58 -0.41 1.74
P 4.96 0.07 2.04
O 5.06 1.33 1.18
O 5.31 0.38 3.62
C 5.47 -0.72 4.50
O 3.28 0.25 2.34
C 2.85 1.40 3.05
H 8.43 0.40 1.48
H 7.32 1.43 2.41
H 8.03 -0.03 3.15
H 6.38 -0.58 5.08
H 5.54 -1.67 3.96
H 4.62 -0.76 5.19
H 3.42 2.29 2.78
H 2.93 1.22 4.12
H 1.80 1.57 2.81

Summary:
Lowest unoccupied orbital energy, eV: -4.7
HOMO energy, eV: -11.291
Net charge: +1
ΔE to the lowest compared entry with this formula, charge and spin, eV: 5.947
Multiplicity: 1
Frontier orbital gap, Eh: 0.241


Record 2
Molecular formula: C12H34N2O6
Method: DFT, the ωB97M-V functional and the def2-TZVPD basis

Element x y z (Å)
O -2.01 -1.55 0.64
H -1.51 -0.79 0.33
H -1.31 -2.19 0.96
O -0.35 -2.05 -2.70
H -1.05 -2.07 -2.03
H -0.82 -2.11 -3.53
C -3.48 -6.72 0.74
O -2.27 -6.41 1.40
C -1.97 -5.02 1.53
C -0.46 -4.85 1.51
N -0.14 -3.41 1.56
C 1.06 -3.07 0.79
C 1.57 -1.65 0.95
O 2.10 -1.50 2.25
C 2.06 -0.16 2.70
H -4.33 -6.26 1.25
H -3.57 -7.80 0.79
H -3.42 -6.49 -0.33
H -2.29 -4.75 2.55
H -2.48 -4.46 0.75
H -0.10 -5.24 0.54
H 0.05 -5.53 2.19
H 0.08 -3.31 2.56
H 0.76 -3.30 -0.23
H 1.94 -3.70 0.98
H 0.76 -0.97 0.68
H 2.40 -1.43 0.27
H 2.80 -0.04 3.48
H 1.04 0.15 3.00
H 2.19 0.51 1.84
C -3.15 2.42 -1.06
O -1.90 2.93 -1.40
C -0.84 2.21 -0.80
C 0.38 2.24 -1.70
N 1.05 3.52 -1.77
C 1.33 4.27 -0.57
C 2.48 5.25 -0.74
O 1.96 6.43 -1.33
C 2.94 7.37 -1.67
H -3.36 2.49 0.02
H -3.28 1.35 -1.29
H -3.95 2.95 -1.56
H -1.16 1.19 -0.59
H -0.55 2.68 0.15
H 0.12 1.98 -2.73
H 1.06 1.45 -1.35
H 1.63 3.63 -2.58
H 1.67 3.63 0.25
H 0.46 4.87 -0.30
H 3.27 4.83 -1.37
H 2.96 5.48 0.22
H 3.84 6.97 -2.16
H 3.29 7.91 -0.79
H 2.48 8.11 -2.32

Summary:
Lowest unoccupied orbital energy, eV: 0.6
HOMO energy, eV: -8.183
SMILES: COCCNCCOC.COCCNCCOC.O.O
ΔE to the lowest compared entry with this formula, charge and spin, eV: 1.597
Multiplicity: 1
Frontier orbital gap, Eh: 0.323


Record 3
Molecular formula: C12H35BN6O5P
Method: DFT, the ωB97M-V functional and the def2-TZVPD basis

Element x y z (Å)
C 7.70 -2.81 0.57
C 7.59 -1.49 -0.22
O 7.30 -0.34 0.58
C 6.03 -0.33 1.12
N 5.07 0.61 0.39
C 4.14 -0.14 -0.24
N 4.49 -0.60 -1.42
N 2.88 -0.34 0.31
C 2.40 -1.74 0.07
O 1.68 -2.19 1.15
C 0.93 -3.35 0.81
B 1.90 0.62 -0.37
O 1.92 0.90 -1.71
O 0.96 1.26 0.37
H 8.37 -3.52 0.10
H 8.00 -2.57 1.60
H 6.69 -3.26 0.62
H 6.89 -1.64 -1.05
H 8.57 -1.30 -0.68
H 5.56 -1.32 1.19
H 6.13 0.09 2.13
H 4.60 1.16 1.10
H 4.24 -1.51 -1.79
H 5.13 -0.03 -1.96
H 1.79 -1.78 -0.85
H 3.30 -2.37 -0.02
H 0.11 -3.06 0.14
H 0.52 -3.82 1.71
H 1.53 -4.12 0.29
H 2.03 0.09 -2.24
H 1.36 1.88 1.01
O -6.23 -0.40 -0.23
P -4.89 0.31 -0.32
N -4.71 0.65 1.35
C -4.80 1.89 2.09
C -4.35 -0.48 2.20
N -5.46 1.63 -1.28
C -5.37 3.03 -0.94
C -6.72 1.41 -2.01
N -3.27 0.77 -0.66
C -2.28 1.38 0.21
C -2.90 0.87 -2.08
H -3.83 2.18 2.53
H -5.51 1.78 2.91
H -5.15 2.73 1.50
H -3.31 -0.81 2.02
H -5.01 -1.33 2.00
H -4.44 -0.25 3.26
H -6.16 3.33 -0.23
H -5.49 3.65 -1.83
H -4.40 3.30 -0.53
H -7.59 1.52 -1.35
H -6.75 0.42 -2.45
H -6.81 2.12 -2.83
H -2.49 2.45 0.38
H -1.29 1.32 -0.23
H -2.20 0.88 1.17
H -3.08 1.88 -2.47
H -3.47 0.17 -2.68
H -1.84 0.63 -2.24

Summary:
Lowest unoccupied orbital energy, eV: -4.6
HOMO energy, eV: -9.503
Net charge: +1
Multiplicity: 1
Frontier orbital gap, Eh: 0.181


Record 4
Molecular formula: C12H35N3O6PS
Method: DFT, the ωB97M-V functional and the def2-TZVPD basis

Element x y z (Å)
N -2.18 0.97 3.24
P -1.59 0.34 2.02
O -0.09 -0.05 2.01
O -1.71 1.05 0.63
S -2.61 -1.73 1.58
H -2.93 0.65 3.84
H 0.26 -0.94 2.23
H -2.52 0.86 0.13
H -3.19 -1.60 0.37
H -3.69 -1.60 2.35
C -2.04 1.36 -6.29
O -2.09 2.51 -5.47
C -3.22 3.35 -5.68
C -4.16 3.29 -4.49
N -4.81 1.99 -4.39
C -5.55 1.75 -3.17
C -4.79 1.82 -1.84
O -3.85 0.76 -1.66
C -2.58 0.95 -2.27
H -1.04 0.93 -6.18
H -2.78 0.60 -6.00
H -2.20 1.61 -7.34
H -3.74 3.07 -6.60
H -2.85 4.37 -5.78
H -4.93 4.06 -4.61
H -3.57 3.55 -3.60
H -4.11 1.27 -4.52
H -6.00 0.76 -3.24
H -6.37 2.48 -3.11
H -5.52 1.70 -1.04
H -4.29 2.78 -1.69
H -2.27 1.99 -2.24
H -2.50 0.60 -3.30
H -1.89 0.35 -1.68
C 5.51 -1.41 5.85
O 5.88 -0.90 4.58
C 6.60 -1.81 3.76
C 5.76 -2.26 2.58
N 4.66 -3.11 3.02
C 3.66 -3.41 2.00
C 2.91 -2.24 1.37
O 2.02 -1.57 2.26
C 2.60 -0.59 3.12
H 5.17 -0.56 6.44
H 4.70 -2.15 5.79
H 6.36 -1.87 6.36
H 6.94 -2.67 4.34
H 7.48 -1.29 3.37
H 6.39 -2.83 1.89
H 5.42 -1.36 2.06
H 4.21 -2.69 3.82
H 2.93 -4.08 2.45
H 4.14 -3.96 1.19
H 2.28 -2.65 0.57
H 3.58 -1.51 0.91
H 3.42 -0.03 2.66
H 2.94 -1.00 4.07
H 1.80 0.11 3.35

Summary:
Lowest unoccupied orbital energy, eV: -3.7
HOMO energy, eV: -10.946
Net charge: +1
ΔE to the lowest compared entry with this formula, charge and spin, eV: 1.038
Multiplicity: 1
Frontier orbital gap, Eh: 0.266


Record 5
Molecular formula: C12H36AgNaO16P3S
Method: DFT, the ωB97M-V functional and the def2-TZVPD basis

Element x y z (Å)
Na 2.36 0.19 0.30
Ag 1.25 2.31 -2.46
O 0.63 0.79 -1.03
H 0.25 0.11 -0.43
O 1.01 1.86 4.33
S 0.53 0.59 3.84
O 0.42 0.21 2.44
O 1.34 -0.63 4.49
C 2.40 -0.36 5.44
C 3.58 -1.25 4.94
C -1.09 0.37 4.64
H 2.19 -0.63 6.47
H 2.67 0.69 5.42
H 3.27 -2.27 4.78
H 4.45 -1.18 5.59
H 3.86 -0.72 4.03
H -0.86 0.23 5.69
H -1.69 -0.47 4.29
H -1.68 1.29 4.59
C -0.45 3.08 1.00
O -0.69 4.37 0.43
P -1.16 4.47 -1.09
O -0.82 3.32 -1.97
O -2.73 4.64 -1.01
C -3.38 5.11 0.18
O -0.57 5.85 -1.58
C 0.52 6.04 -2.48
H 0.55 2.76 0.66
H -1.12 2.31 0.61
H -0.54 3.11 2.07
H -4.08 4.40 0.63
H -4.08 5.90 -0.12
H -2.74 5.65 0.87
H 1.08 5.11 -2.64
H 1.19 6.80 -2.09
H 0.11 6.29 -3.46
C 1.32 -1.98 -4.26
O -0.05 -1.60 -4.21
P -0.55 -0.18 -4.62
O 0.27 0.98 -4.14
O -0.59 -0.19 -6.18
C -1.26 -1.24 -6.92
O -2.08 -0.18 -4.19
C -2.48 0.08 -2.87
H 1.38 -3.02 -3.95
H 1.97 -1.40 -3.60
H 1.78 -1.90 -5.25
H -1.07 -1.10 -7.98
H -2.33 -1.04 -6.83
H -1.06 -2.21 -6.49
H -3.09 -0.72 -2.43
H -3.21 0.89 -2.79
H -1.67 0.32 -2.18
C -0.91 -2.64 -0.68
O 0.16 -3.52 -0.29
P 0.93 -3.22 1.06
O 1.72 -1.96 1.03
O 1.86 -4.49 1.30
C 1.44 -5.85 1.05
O -0.18 -3.29 2.22
C 0.26 -3.68 3.52
H -1.76 -3.23 -1.02
H -0.50 -2.09 -1.54
H -1.25 -1.92 0.07
H 2.07 -6.49 1.67
H 1.52 -6.03 -0.02
H 0.40 -5.97 1.38
H 1.34 -3.71 3.66
H -0.09 -4.68 3.81
H -0.28 -3.11 4.27

Summary:
Lowest unoccupied orbital energy (spin up / spin down), eV: -6.8 / -10.1
HOMO energy (spin up / spin down), eV: -15.708 / -15.707
Net charge: +2
ΔE to the lowest compared entry with this formula, charge and spin, eV: 0.000
Multiplicity: 2
Frontier orbital gap (spin up / spin down), Eh: 0.329 / 0.207


Record 6
Molecular formula: C12H36BCaF6O6
Method: DFT, the ωB97M-V functional and the def2-TZVPD basis

Element x y z (Å)
Ca -11.48 -20.54 13.37
B -11.88 -20.16 15.86
F -11.81 -21.50 15.43
F -10.74 -19.50 15.40
F -12.93 -19.55 15.05
F -12.19 -20.06 17.20
F -10.77 -22.66 13.04
F -9.35 -20.03 12.96
C -9.24 -22.84 17.36
C -8.49 -21.85 16.46
O -7.76 -22.50 15.44
H -9.72 -23.58 16.71
H -10.06 -22.34 17.88
H -8.61 -23.40 18.05
H -7.78 -21.28 17.08
H -9.23 -21.19 16.02
H -7.01 -22.93 15.86
C -13.22 -24.67 15.50
C -12.41 -25.65 14.66
O -13.12 -25.86 13.42
H -13.41 -23.76 14.93
H -12.64 -24.47 16.40
H -14.17 -25.12 15.79
H -12.32 -26.59 15.21
H -11.45 -25.17 14.42
H -12.71 -26.58 12.94
C -15.92 -21.88 13.12
C -14.96 -20.74 12.86
O -13.62 -21.20 12.58
H -16.87 -21.45 13.45
H -15.50 -22.53 13.89
H -16.16 -22.44 12.22
H -14.90 -20.08 13.73
H -15.29 -20.12 12.01
H -13.67 -22.09 12.21
C -8.19 -17.65 19.25
C -9.16 -17.95 18.15
O -10.27 -18.57 18.75
H -7.34 -17.09 18.87
H -7.85 -18.55 19.75
H -8.68 -16.98 19.96
H -8.69 -18.62 17.41
H -9.39 -17.06 17.56
H -10.71 -19.15 18.11
C -11.61 -16.52 12.74
C -12.77 -17.39 12.36
O -12.33 -18.74 12.07
H -10.89 -16.39 11.93
H -11.06 -16.96 13.56
H -11.98 -15.54 13.07
H -13.29 -17.00 11.47
H -13.51 -17.49 13.15
H -12.25 -18.84 11.12
C -16.98 -20.10 17.76
C -15.81 -20.32 16.82
O -15.31 -19.06 16.41
H -16.70 -19.29 18.45
H -17.18 -20.98 18.36
H -17.88 -19.74 17.26
H -16.09 -20.93 15.95
H -15.04 -20.87 17.37
H -14.43 -19.21 16.02

Summary:
Lowest unoccupied orbital energy, eV: 2.5
HOMO energy, eV: -5.454
Net charge: -1
ΔE to the lowest compared entry with this formula, charge and spin, eV: 0.000
Multiplicity: 1
Frontier orbital gap, Eh: 0.291


Record 7
Molecular formula: C12H36NaO16P4
Method: DFT, the ωB97M-V functional and the def2-TZVPD basis

Element x y z (Å)
Na -1.02 -0.77 -1.03
C 0.17 -0.05 3.77
O -0.71 -1.18 3.88
P -1.90 -1.55 2.77
O -1.45 -1.81 1.34
O -2.99 -0.36 2.87
C -3.36 0.15 4.14
O -2.68 -2.82 3.49
C -2.07 -4.06 3.65
H 0.23 0.37 2.76
H 1.16 -0.43 4.00
H -0.07 0.71 4.51
H -4.13 -0.43 4.64
H -3.79 1.14 3.96
H -2.50 0.15 4.80
H -2.60 -4.92 3.24
H -2.07 -4.30 4.72
H -1.09 -4.06 3.18
C -1.52 1.05 -5.45
O -0.22 1.69 -5.26
P 0.78 1.01 -4.16
O 0.05 0.36 -3.06
O 1.66 2.27 -3.67
C 1.24 3.31 -2.78
O 1.78 0.08 -5.02
C 2.84 -0.67 -4.40
H -1.51 -0.03 -5.28
H -1.69 1.17 -6.52
H -2.35 1.49 -4.89
H 1.92 3.46 -1.95
H 0.24 3.24 -2.34
H 1.22 4.21 -3.41
H 3.78 -0.49 -4.92
H 2.71 -1.74 -4.56
H 2.95 -0.41 -3.34
C -2.10 3.31 2.61
O -2.55 3.57 1.31
P -1.79 3.07 -0.04
O -1.42 1.62 -0.11
O -0.46 4.01 0.01
C -0.53 5.44 0.08
O -2.72 3.59 -1.28
C -2.49 3.10 -2.57
H -1.39 2.49 2.61
H -3.08 3.14 3.06
H -1.83 4.22 3.15
H 0.13 5.80 0.86
H -1.54 5.84 0.22
H -0.05 5.86 -0.81
H -3.50 2.82 -2.87
H -1.95 2.16 -2.58
H -2.08 3.91 -3.17
C 2.63 -2.76 3.03
O 1.83 -2.39 1.90
P 1.96 -3.13 0.45
O 1.13 -2.53 -0.65
O 3.59 -3.14 0.19
C 4.25 -2.40 -0.85
O 1.70 -4.72 0.84
C 1.84 -5.70 -0.17
H 3.21 -1.88 3.34
H 3.27 -3.62 2.86
H 1.93 -2.94 3.84
H 3.97 -1.35 -0.95
H 3.98 -2.65 -1.87
H 5.34 -2.52 -0.81
H 2.63 -6.39 0.13
H 2.12 -5.32 -1.15
H 0.94 -6.30 -0.33

Summary:
Lowest unoccupied orbital energy, eV: -2.0
HOMO energy, eV: -13.172
Net charge: +1
ΔE to the lowest compared entry with this formula, charge and spin, eV: 2.567
Multiplicity: 1
Frontier orbital gap, Eh: 0.411


Record 8
Molecular formula: C12H36O12
Method: DFT, the ωB97M-V functional and the def2-TZVPD basis

Element x y z (Å)
C 3.47 0.30 -2.21
C 2.52 1.55 -1.95
O 3.30 2.64 -1.35
O 4.23 0.50 -3.32
H 3.02 -0.69 -2.20
H 4.12 0.20 -1.34
H 1.65 1.36 -1.33
H 2.04 2.04 -2.80
H 4.07 2.86 -1.88
H 3.82 1.22 -3.80
C -2.04 -3.34 -3.76
C -2.28 -1.81 -3.96
O -1.42 -1.28 -4.94
O -0.72 -3.41 -3.30
H -2.01 -3.75 -4.77
H -2.86 -3.75 -3.17
H -2.33 -1.28 -3.01
H -3.30 -1.75 -4.34
H -1.89 -0.69 -5.54
H -0.16 -3.01 -3.97
C 2.00 1.35 1.57
C 1.63 2.92 1.71
O 2.68 3.64 1.22
O 1.01 0.69 2.22
H 2.96 1.09 2.01
H 2.01 0.90 0.58
H 1.44 3.28 2.72
H 0.65 3.08 1.26
H 2.87 3.29 0.35
H 1.29 0.10 2.92
C -0.67 -1.32 -0.19
C -0.31 -2.63 0.72
O 0.73 -2.29 1.58
O -1.26 -0.27 0.59
H -1.25 -1.68 -1.04
H 0.27 -0.97 -0.63
H -0.15 -3.50 0.08
H -1.21 -2.81 1.30
H 0.46 -2.46 2.49
H -0.60 -0.03 1.25
C -3.42 0.97 -1.58
C -2.75 2.20 -0.99
O -1.49 2.24 -1.66
O -3.54 1.10 -3.04
H -4.40 0.85 -1.11
H -2.91 0.02 -1.44
H -2.59 2.16 0.09
H -3.51 2.96 -1.17
H -1.42 3.04 -2.20
H -2.72 1.56 -3.26
C -0.07 -0.13 6.01
C 0.46 -1.58 5.84
O -0.15 -2.20 4.74
O 0.50 0.63 4.90
H 0.39 0.26 6.92
H -1.14 0.07 5.96
H -0.03 -2.15 6.64
H 1.54 -1.65 5.70
H -1.09 -2.21 4.92
H 0.52 1.58 5.01

Summary:
Lowest unoccupied orbital energy (spin up / spin down), eV: -2.2 / -8.6
HOMO energy (spin up / spin down), eV: -11.989 / -11.964
Net charge: +1
ΔE to the lowest compared entry with this formula, charge and spin, eV: 0.900
Multiplicity: 2
Frontier orbital gap (spin up / spin down), Eh: 0.362 / 0.124